Run i
# C2HBr2FO

C2HBr2FO as an isolated structure (wB97M-V/def2-TZVPD, the OMol25 dataset).

Geometry (Å):
C  0.086  0.844  -1.377
C  -0.161  -0.459  1.157
O  -0.032  2.004  -1.514
F  0.295  -0.079  -2.298
Br  1.592  -0.537  1.780
Br  -0.982  -2.052  0.639
H  -0.798  0.279  1.613

Its LUMO energy (alpha / beta) is -0.8 / -1.2 eV. As for the spin multiplicity: 1. Its orbital gap (alpha / beta) is 0.332 / 0.278 Ha. For the HOMO energy (alpha / beta), the calculation gives -9.84 / -8.74 eV. As for the charge: 0.

Results of the Löwdin charge analysis, in e, for atoms 1 through 4: C -0.273; C -1.177; O 0.138; F 0.090

***

Run ii
# C2HBr2FO

C2HBr2FO as an isolated structure (wB97M-V/def2-TZVPD, the OMol25 dataset).

Geometry (Å):
C  1.541  0.309  -0.066
C  -0.983  -0.228  0.134
O  1.950  1.226  0.510
F  -1.168  -0.163  1.459
Br  -1.823  1.253  -0.744
Br  -1.441  -1.941  -0.553
H  1.924  -0.455  -0.740

Its LUMO energy (alpha / beta) is -0.6 / -0.1 eV. As for the spin multiplicity: 1. Its orbital gap (alpha / beta) is 0.284 / 0.311 Ha. For the HOMO energy (alpha / beta), the calculation gives -8.37 / -8.60 eV. As for the charge: 0.

Results of the Löwdin charge analysis, in e, for atoms 1 through 4: C -0.036; C -1.279; O 0.106; F -0.129

***

Computed energies relative to the best structure, in eV: run i 0.000; run ii 0.155

***

Run i
# C2H4N2O2S

One molecule with the formula C2H4N2O2S (wB97M-V/def2-TZVPD, the OMol25 dataset).

Geometry (Å):
C  1.183  -1.228  1.600
C  -0.566  -0.020  -0.529
N  0.437  -0.630  -1.360
N  0.559  -0.131  1.679
O  0.665  -1.948  -1.119
O  -0.083  0.671  0.596
S  1.405  -2.372  0.488
H  -1.320  -0.772  -0.283
H  -1.008  0.798  -1.108
H  0.523  0.447  2.505
H  1.311  -0.099  -1.365

Its LUMO energy is 0.7 eV. As for the spin multiplicity: 1. Its orbital gap is 0.352 Ha. For the HOMO energy, the calculation gives -8.87 eV. As for the charge: 0.

Results of the Löwdin charge analysis, in e, for atoms 1 through 4: C -0.528; C -0.239; N -0.123; N -0.046

***

Run ii
# C2H4N2O2S

A 2-piece molecular cluster, C2H4N2O2S overall (wB97M-V/def2-TZVPD, the OMol25 dataset).

Geometry (Å):
C  2.025  -2.617  0.267
C  -0.350  0.333  -0.376
N  0.192  1.447  -0.935
N  -0.597  0.098  0.849
O  1.140  -2.765  -0.418
O  -0.588  -0.638  -1.282
S  -0.357  1.262  2.048
H  -0.901  -1.430  -0.824
H  0.182  2.294  -0.391
H  0.134  1.534  -1.934
H  -0.879  0.482  2.994

Its LUMO energy is 0.8 eV. As for the spin multiplicity: 1. Its orbital gap is 0.330 Ha. For the HOMO energy, the calculation gives -8.15 eV. As for the charge: 0.

Results of the Löwdin charge analysis, in e, for atoms 1 through 4: C 0.019; C -0.681; N 0.154; N -0.361

***

Computed energies relative to the best structure, in eV: run i 4.825; run ii 0.000

***

Run i
# C2H3F2N

One molecule with the formula C2H3F2N (wB97M-V/def2-TZVPD, the OMol25 dataset).

Geometry (Å):
F  0.646  2.185  -0.095
C  -0.100  1.082  0.337
C  0.032  -0.172  -0.514
N  -1.147  0.631  -0.532
F  -2.322  0.408  0.176
H  -0.265  1.149  1.467
H  0.692  0.086  -1.473
H  0.020  -1.229  -0.187

Its LUMO energy is 1.1 eV. As for the spin multiplicity: 1. Its orbital gap is 0.407 Ha. For the HOMO energy, the calculation gives -9.98 eV. As for the charge: 0. Its SMILES is F[C@@H]1CN1F.

Results of the Löwdin charge analysis, in e, for atoms 1 through 4: F -0.013; C -0.277; C -0.058; N -0.067

***

Run ii
# C2H3F2N

C2H3F2N as an isolated structure (wB97M-V/def2-TZVPD, the OMol25 dataset).

Geometry (Å):
C  -0.211  0.745  -0.477
C  -0.392  -0.488  0.394
N  0.588  -0.452  -0.629
F  -1.389  -1.376  0.121
F  2.051  -0.418  0.250
H  -0.732  1.113  -1.372
H  0.098  1.591  0.216
H  -0.014  -0.716  1.496

Its LUMO energy is -0.7 eV. As for the spin multiplicity: 1. Its orbital gap is 0.390 Ha. For the HOMO energy, the calculation gives -11.34 eV. As for the charge: 0.

Results of the Löwdin charge analysis, in e, for atoms 1 through 4: C -0.057; C -0.339; N 0.115; F 0.018

***

Computed energies relative to the best structure, in eV: run i 0.000; run ii 0.411

***

Run i
# C2H3F2N

One molecule with the formula C2H3F2N (wB97M-V/def2-TZVPD, the OMol25 dataset).

Geometry (Å):
F  -2.333  -0.147  -0.137
C  -1.130  -0.246  0.568
C  -0.083  0.191  -0.173
N  1.227  0.401  0.093
F  2.053  -0.817  0.162
H  -1.012  -0.892  1.351
H  -0.419  0.716  -1.128
H  1.697  0.793  -0.736

Its LUMO energy is 0.3 eV. As for the spin multiplicity: 1. Its orbital gap is 0.361 Ha. For the HOMO energy, the calculation gives -9.53 eV. As for the charge: 0. Its SMILES is F/C=C/NF.

Results of the Löwdin charge analysis, in e, for atoms 1 through 4: F -0.036; C -0.051; C -0.159; N 0.011

***

Run ii
# C2H3F2N

A 2-piece molecular cluster, C2H3F2N overall (wB97M-V/def2-TZVPD, the OMol25 dataset).

Geometry (Å):
C  0.931  -0.071  0.611
C  -1.271  -0.012  -0.338
N  1.678  0.165  -0.285
F  -1.892  1.053  0.210
F  -1.921  -1.124  -0.009
H  0.687  -0.358  1.639
H  -0.910  0.114  -1.444
H  2.699  0.233  -0.384

Its LUMO energy is 1.1 eV. As for the spin multiplicity: 1. Its orbital gap is 0.314 Ha. For the HOMO energy, the calculation gives -7.43 eV. As for the charge: 0.

Results of the Löwdin charge analysis, in e, for atoms 1 through 4: C -0.068; C -0.289; N 0.052; F 0.001

***

Computed energies relative to the best structure, in eV: run i 0.000; run ii 0.480

***

Run i
# C2H3ClF2S

A 2-piece molecular cluster, C2H3ClF2S overall (wB97M-V/def2-TZVPD, the OMol25 dataset).

Geometry (Å):
C  1.366  0.543  -0.396
C  -1.620  -0.446  -0.640
F  1.046  1.058  0.779
F  1.985  -0.721  -0.174
S  -2.046  0.453  0.691
Cl  -1.433  -2.097  -0.274
H  2.257  1.069  -0.798
H  0.732  0.430  -1.103
H  -2.287  -0.290  1.915

Its LUMO energy is -0.6 eV. As for the spin multiplicity: 1. Its orbital gap is 0.333 Ha. For the HOMO energy, the calculation gives -9.68 eV. As for the charge: 0.

Results of the Löwdin charge analysis, in e, for atoms 1 through 4: C -0.244; C -1.018; F 0.035; F -0.052

***

Run ii
# C2H3ClF2S

A 2-piece molecular cluster, C2H3ClF2S overall (wB97M-V/def2-TZVPD, the OMol25 dataset).

Geometry (Å):
C  -1.886  -0.398  -0.494
C  -0.695  -0.273  -0.987
F  0.020  -1.325  -1.379
F  -0.008  0.906  -1.183
H  -2.438  -1.394  -0.339
H  -2.433  0.564  -0.147
S  -1.403  -1.152  4.016
Cl  0.007  -1.406  2.633
H  -0.844  -0.060  4.381

Its LUMO energy is 0.0 eV. As for the spin multiplicity: 1. Its orbital gap is 0.349 Ha. For the HOMO energy, the calculation gives -9.49 eV. As for the charge: 0. Its SMILES is C=C(F)F.SCl.

Results of the Löwdin charge analysis, in e, for atoms 1 through 4: C 0.045; C -0.449; F 0.097; F 0.067

***

Computed energies relative to the best structure, in eV: run i 2.054; run ii 0.000

***

Run i
# C6H12NS

A 2-piece molecular cluster, C6H12NS overall (wB97M-V/def2-TZVPD, the OMol25 dataset).

Geometry (Å):
C  -0.820  1.833  -1.186
C  0.597  0.105  0.869
C  -0.125  0.400  1.906
C  -0.053  0.779  -1.086
C  0.277  -0.036  3.280
C  -0.422  -1.201  -2.513
N  0.441  -0.012  -2.199
S  -0.071  -2.571  -1.376
H  -1.159  2.238  -2.133
H  -1.143  2.358  -0.305
H  1.507  -0.432  0.711
H  -1.041  0.967  1.837
H  1.196  -0.618  3.263
H  0.427  0.843  3.904
H  -0.517  -0.634  3.721
H  -1.468  -0.902  -2.466
H  -0.180  -1.561  -3.514
H  0.496  0.595  -3.032
H  1.387  -0.355  -1.980
H  -0.805  -2.122  -0.357

Its LUMO energy is -3.3 eV. As for the spin multiplicity: 1. Its orbital gap is 0.381 Ha. For the HOMO energy, the calculation gives -13.63 eV. As for the charge: +1.

Results of the Löwdin charge analysis, in e, for atoms 1 through 4: C 0.060; C 0.076; C -0.205; C -0.165

***

Run ii
# C6H12NS

An isolated ion of composition C6H12NS and charge +1 (wB97M-V/def2-TZVPD, the OMol25 dataset).

Geometry (Å):
C  -1.848  -1.464  -0.426
C  -1.060  -0.361  -0.219
C  0.758  0.956  -0.919
C  1.764  1.079  0.192
C  2.239  -1.509  0.478
C  -1.574  0.648  0.687
N  0.028  -0.225  -0.987
S  3.051  -0.154  0.000
H  -1.591  -2.195  -1.210
H  -2.615  -1.730  0.283
H  0.196  1.883  -1.014
H  1.199  1.147  -1.914
H  2.221  2.000  0.076
H  1.350  0.832  1.189
H  1.165  -1.294  0.728
H  2.851  -2.419  0.345
H  -0.872  0.714  1.585
H  -2.556  0.386  0.873
H  -1.671  1.692  0.261
H  0.238  -0.940  -1.653

Its LUMO energy (alpha / beta) is -6.3 / -6.3 eV. As for the spin multiplicity: 1. Its orbital gap (alpha / beta) is 0.193 / 0.193 Ha. For the HOMO energy (alpha / beta), the calculation gives -11.55 / -11.55 eV. As for the charge: +1.

Results of the Löwdin charge analysis, in e, for atoms 1 through 4: C 0.068; C -0.468; C -0.290; C -0.380

***

Computed energies relative to the best structure, in eV: run i 0.599; run ii 0.000

***

Run i
# H4O2

A 2-piece molecular cluster, H4O2 overall (wB97M-V/def2-TZVPD, the OMol25 dataset).

Geometry (Å):
O  0.311  -1.287  0.384
H  -0.390  -0.891  0.902
H  -0.068  -1.301  -0.508
O  0.312  1.345  -0.038
H  -0.452  1.716  -0.551
H  0.286  0.417  -0.188

Its LUMO energy is 0.6 eV. As for the spin multiplicity: 1. Its orbital gap is 0.440 Ha. For the HOMO energy, the calculation gives -11.37 eV. As for the charge: 0. Its SMILES is O.O.

Results of the Löwdin charge analysis, in e, for atoms 1 through 4: O -0.041; H 0.047; H 0.058; O -0.066

***

Run ii
# H4O2

A 2-piece molecular cluster, H4O2 overall (wB97M-V/def2-TZVPD, the OMol25 dataset).

Geometry (Å):
O  -1.664  -0.040  -0.089
H  -0.843  -0.531  0.233
H  -1.642  0.696  0.555
O  1.556  -0.090  0.056
H  0.904  0.567  -0.337
H  2.442  0.316  -0.189

Its LUMO energy is 0.7 eV. As for the spin multiplicity: 1. Its orbital gap is 0.453 Ha. For the HOMO energy, the calculation gives -11.66 eV. As for the charge: 0. Its SMILES is O.O.

Results of the Löwdin charge analysis, in e, for atoms 1 through 4: O -0.093; H 0.050; H 0.041; O -0.115

***

Computed energies relative to the best structure, in eV: run i 0.089; run ii 0.000

***

Run i
# H4O2

A 2-piece molecular cluster, H4O2 overall (wB97M-V/def2-TZVPD, the OMol25 dataset).

Geometry (Å):
O  -0.115  0.372  0.941
H  0.345  1.119  1.309
H  -0.137  -0.279  1.693
O  0.038  -0.322  -1.697
H  -0.328  0.301  -1.011
H  0.197  -1.191  -1.235

Its LUMO energy is 0.6 eV. As for the spin multiplicity: 1. Its orbital gap is 0.412 Ha. For the HOMO energy, the calculation gives -10.67 eV. As for the charge: 0. Its SMILES is O.O.

Results of the Löwdin charge analysis, in e, for atoms 1 through 4: O -0.064; H 0.040; H 0.082; O -0.125

***

Run ii
# H4O2

A 2-piece molecular cluster, H4O2 overall (wB97M-V/def2-TZVPD, the OMol25 dataset).

Geometry (Å):
O  19.368  15.722  26.645
H  19.743  15.011  27.165
H  18.448  15.753  26.910
O  16.909  19.487  24.306
H  16.785  19.128  23.428
H  17.687  19.041  24.640

Its LUMO energy is 0.8 eV. As for the spin multiplicity: 1. Its orbital gap is 0.454 Ha. For the HOMO energy, the calculation gives -11.56 eV. As for the charge: 0. Its SMILES is O.O.

Results of the Löwdin charge analysis, in e, for atoms 1 through 4: O -0.056; H 0.028; H 0.027; O -0.054

***

Computed energies relative to the best structure, in eV: run i 0.057; run ii 0.000